Density functional theory data (ωB97M-V with the def2-TZVPD basis set) for a cluster of 9 separate species, C30H37ClN2O25 in total at a distorted geometry.

The total charge is 0. Its HOMO energy is -10.285 eV. The calculated total energy comes out at -98397.8821 eV. Its spin multiplicity is 1. The SMILES is N#CC[C@H](C#N)CC(=O)Cl.O=C1OCCO1.O=C1OCCO1.O=C1OCCO1.O=C1OCCO1.O=C1OCCO1.O=C1OCCO1.O=C1OCCO1.O=C1OCCO1. The calculation puts the HOMO-LUMO gap at 10.3 eV. The largest force on an atom is 7.0 eV Å⁻¹. The value obtained for the LUMO energy is -0.016 eV.

Last column: Löwdin charge in e.
Positions of all 95 atoms, in Å:
N1 6.07 -5.18 3.53  0.107
C1 5.74 -4.20 2.90  -0.169
C2 5.29 -2.77 2.33  -0.130
C3 3.99 -2.15 3.08  -0.243
C4 4.58 -1.35 4.37  -0.141
N2 5.09 -0.78 5.31  0.127
C5 2.96 -3.25 3.64  -0.102
C6 1.45 -2.70 3.34  -0.650
O1 1.10 -1.63 3.90  -0.028
Cl1 0.27 -3.59 2.25  0.693
H1 5.19 -2.83 1.19  0.127
H2 6.15 -2.01 2.53  0.126
H3 3.45 -1.41 2.39  0.132
H4 3.08 -3.32 4.80  0.125
H5 3.02 -4.28 3.13  0.118
C7 -3.96 -1.64 1.30  -0.122
C8 -3.20 -0.94 0.21  -0.141
O2 -2.06 -1.78 0.03  0.051
C9 -2.40 -3.02 0.48  -0.584
O3 -1.73 -4.00 0.32  0.055
O4 -3.60 -3.00 1.12  0.066
H6 -5.04 -1.50 1.20  0.139
H7 -3.65 -1.31 2.30  0.135
H8 -3.76 -0.90 -0.73  0.100
H9 -2.90 0.07 0.49  0.138
C10 0.88 -2.10 8.74  -0.134
C11 1.62 -1.51 7.58  -0.132
O5 2.24 -2.64 6.99  0.034
C12 1.51 -3.73 7.34  -0.542
O6 1.65 -4.82 6.88  0.154
O7 0.59 -3.41 8.30  0.067
H10 -0.03 -1.55 8.98  0.135
H11 1.50 -2.16 9.65  0.135
H12 0.96 -1.04 6.85  0.132
H13 2.37 -0.78 7.90  0.138
C13 2.67 2.51 2.91  -0.118
C14 3.43 3.20 1.82  -0.122
O8 4.57 2.36 1.63  0.076
C15 4.22 1.12 2.08  -0.520
O9 4.89 0.14 1.92  0.115
O10 3.03 1.14 2.73  0.056
H14 1.59 2.64 2.81  0.142
H15 2.99 2.82 3.90  0.136
H16 2.87 3.24 0.88  0.137
H17 3.73 4.21 2.10  0.116
C16 -1.57 -0.22 -3.52  -0.122
C17 -0.15 0.17 -3.29  -0.121
O11 -0.25 1.50 -2.79  0.054
C18 -1.50 1.63 -2.26  -0.546
O12 -1.86 2.57 -1.61  0.138
O13 -2.28 0.56 -2.56  0.061
H18 -1.75 -1.28 -3.37  0.125
H19 -1.92 0.06 -4.52  0.137
H20 0.34 -0.45 -2.53  0.140
H21 0.45 0.15 -4.20  0.138
C19 -4.87 -4.78 -3.92  -0.125
C20 -3.45 -4.39 -3.68  -0.118
O14 -3.56 -3.06 -3.19  0.042
C21 -4.80 -2.93 -2.65  -0.523
O15 -5.17 -1.99 -2.00  0.140
O16 -5.58 -4.01 -2.95  0.080
H22 -5.04 -5.84 -3.76  0.144
H23 -5.22 -4.50 -4.92  0.089
H24 -2.96 -5.01 -2.92  0.137
H25 -2.85 -4.41 -4.60  0.135
C22 -4.64 -2.65 -9.21  -0.128
C23 -4.23 -1.90 -7.98  -0.129
O17 -4.79 -2.67 -6.93  0.065
C24 -4.95 -3.94 -7.41  -0.517
O18 -5.24 -4.88 -6.72  0.137
O19 -4.74 -3.99 -8.75  0.076
H26 -3.91 -2.57 -10.02  0.139
H27 -5.62 -2.34 -9.59  0.138
H28 -3.15 -1.86 -7.86  0.136
H29 -4.63 -0.88 -7.97  0.140
C25 -1.76 4.96 -4.13  -0.128
C26 -0.26 4.92 -4.12  -0.132
O20 0.06 4.38 -5.39  0.062
C27 -1.00 4.65 -6.21  -0.545
O21 -1.00 4.48 -7.40  0.147
O22 -2.06 5.12 -5.50  0.065
H30 -2.15 5.79 -3.54  0.140
H31 -2.20 4.03 -3.77  0.121
H32 0.19 5.91 -4.03  0.135
H33 0.13 4.28 -3.32  0.127
C28 4.15 8.28 4.26  -0.131
C29 4.11 7.68 2.88  -0.130
O23 3.58 6.39 3.10  0.039
C30 2.87 6.44 4.27  -0.536
O24 2.16 5.56 4.66  0.156
O25 3.08 7.61 4.92  0.071
H34 3.99 9.36 4.25  0.138
H35 5.08 8.05 4.78  0.138
H36 3.44 8.23 2.21  0.137
H37 5.10 7.63 2.42  0.138

Density functional theory data (ωB97M-V with the def2-TZVPD basis set) for a structure of composition C30H37IrN2O5Si.

The total charge is +1. Its HOMO energy (alpha / beta) is -11.230 / -11.249 eV. The calculated total energy comes out at -55636.9581 eV. Its spin multiplicity is 2. The calculation puts the HOMO-LUMO gap (alpha / beta) at 7.7 / 5.8 eV. The largest force on an atom is 0.8 eV Å⁻¹. The value obtained for the LUMO energy (alpha / beta) is -3.542 / -5.448 eV.

Last column: Löwdin charge in e.
Positions of all 76 atoms, in Å:
Ir1 0.43 0.27 -2.14  1.505
C1 -2.41 -1.81 -4.54  0.024
C2 -1.66 -0.93 -3.59  -0.254
N1 -0.39 -1.05 -3.37  -0.192
O1 0.33 -2.03 -4.01  0.011
C3 -2.29 0.13 -2.86  -0.279
C4 -3.74 0.46 -2.96  -0.006
N2 -1.47 0.84 -2.09  -0.262
O2 -1.83 1.87 -1.49  -0.060
H1 -1.73 -2.39 -5.15  0.088
H2 -3.05 -1.20 -5.17  0.100
H3 -3.05 -2.49 -3.98  0.105
H4 1.19 -1.60 -4.17  0.103
H5 -4.35 -0.45 -2.97  0.088
H6 -3.97 1.01 -3.88  0.100
H7 -4.03 1.08 -2.12  0.083
C5 -2.58 -1.81 0.05  -0.043
C6 -1.35 -2.41 0.65  -0.436
C7 -0.42 -3.09 -0.31  -0.056
C8 -1.53 -3.11 1.97  -0.053
Si1 -0.21 -0.53 1.23  0.618
O3 0.02 0.04 -0.21  -0.388
C9 -1.43 0.31 2.32  -0.245
C10 -2.05 1.47 1.85  -0.094
C11 -2.95 2.17 2.64  -0.055
C12 -3.25 1.71 3.92  -0.055
C13 -2.65 0.55 4.40  -0.059
C14 -1.75 -0.15 3.61  -0.103
C15 1.34 -1.17 2.03  -0.232
C16 2.31 -1.79 1.24  -0.101
C17 3.50 -2.23 1.79  -0.066
C18 3.75 -2.04 3.14  -0.059
C19 2.81 -1.40 3.94  -0.062
C20 1.60 -0.98 3.39  -0.078
H8 -3.21 -2.64 -0.30  0.117
H9 -2.36 -1.19 -0.82  0.061
H10 -3.17 -1.23 0.76  0.095
H11 -0.97 -3.95 -0.72  0.116
H12 0.47 -3.48 0.18  0.085
H13 -0.14 -2.46 -1.15  0.058
H14 -1.99 -4.08 1.74  0.116
H15 -2.21 -2.58 2.63  0.078
H16 -0.59 -3.31 2.47  0.094
H17 -1.82 1.83 0.85  0.086
H18 -3.41 3.07 2.27  0.114
H19 -3.95 2.25 4.54  0.113
H20 -2.89 0.19 5.39  0.112
H21 -1.30 -1.05 4.00  0.098
H22 2.14 -1.92 0.17  0.099
H23 4.24 -2.72 1.17  0.113
H24 4.68 -2.38 3.57  0.113
H25 3.00 -1.24 4.99  0.112
H26 0.89 -0.47 4.02  0.094
C21 1.06 3.17 2.03  -0.015
C22 1.56 2.71 0.69  -0.243
C23 2.73 1.95 0.60  0.015
C24 3.20 1.47 -0.61  -0.200
C25 4.47 0.67 -0.69  -0.014
C26 2.47 1.76 -1.77  -0.137
C27 1.33 2.58 -1.73  -0.294
C28 0.76 3.24 -2.97  -0.027
C29 0.89 3.04 -0.47  -0.008
C30 2.87 1.12 -3.08  -0.549
O4 3.86 1.29 -3.71  0.181
O5 1.92 0.20 -3.41  -0.207
H27 1.82 3.06 2.79  0.086
H28 0.18 2.60 2.34  0.061
H29 0.76 4.22 1.99  0.093
H30 3.27 1.71 1.50  0.130
H31 4.81 0.40 0.31  0.080
H32 5.26 1.24 -1.18  0.100
H33 4.34 -0.24 -1.27  0.091
H34 1.31 4.17 -3.16  0.105
H35 -0.29 3.48 -2.82  0.079
H36 0.86 2.62 -3.87  0.081
H37 0.00 3.65 -0.43  0.133

Density functional theory data (ωB97M-V with the def2-TZVPD basis set) for a structure of composition C30H37MgN6O5S.

The total charge is +1. Its HOMO energy is -11.068 eV. The calculated total energy comes out at -67169.6860 eV. Its spin multiplicity is 1. The calculation puts the HOMO-LUMO gap at 8.6 eV. The largest force on an atom is 0.1 eV Å⁻¹. The value obtained for the LUMO energy is -2.428 eV.

Last column: Löwdin charge in e.
Positions of all 80 atoms, in Å:
Mg1 -0.40 -0.58 -0.17  0.652
C1 -1.69 -3.13 -1.65  -0.181
C2 -2.68 -2.00 -1.91  -0.178
N1 -2.74 -1.09 -0.77  -0.094
C3 -3.52 -1.54 0.37  -0.131
C4 -2.68 -2.29 1.38  -0.250
C5 -3.23 -3.26 2.20  -0.003
C6 -2.42 -3.90 3.12  -0.027
C7 -1.07 -3.57 3.18  -0.001
C8 -0.59 -2.60 2.31  -0.255
C9 0.86 -2.19 2.28  -0.121
N2 1.27 -1.82 0.93  -0.083
C10 1.66 -2.95 0.08  -0.166
C11 0.45 -3.59 -0.59  -0.176
N3 -0.37 -2.59 -1.30  -0.087
N4 -1.39 -1.97 1.45  0.111
H1 -2.04 -3.73 -0.81  0.116
H2 -1.65 -3.79 -2.52  0.132
H3 -2.36 -1.42 -2.78  0.113
H4 -3.66 -2.43 -2.15  0.125
H5 -3.06 -0.18 -1.07  0.108
H6 -3.93 -0.66 0.87  0.134
H7 -4.37 -2.16 0.07  0.129
H8 -4.28 -3.51 2.11  0.121
H9 -2.82 -4.66 3.77  0.119
H10 -0.40 -4.07 3.86  0.122
H11 0.98 -1.31 2.92  0.140
H12 1.48 -2.99 2.71  0.129
H13 2.04 -1.17 0.99  0.089
H14 2.33 -2.55 -0.68  0.111
H15 2.20 -3.72 0.64  0.129
H16 0.79 -4.38 -1.26  0.133
H17 -0.18 -4.06 0.16  0.112
H18 0.12 -2.29 -2.13  0.117
O1 -2.97 5.66 2.02  -0.046
C12 -2.67 4.66 2.97  -0.203
C13 -2.26 3.41 2.25  -0.161
C14 -2.06 2.23 2.95  0.007
C15 -1.66 1.11 2.26  -0.098
N5 -1.45 1.09 0.94  0.064
C16 -1.64 2.23 0.25  -0.167
C17 -2.04 3.40 0.88  0.072
C18 -1.39 2.18 -1.22  -0.176
C19 -1.54 3.30 -2.02  0.069
C20 -1.28 3.22 -3.38  -0.155
C21 -1.38 4.44 -4.26  -0.198
O2 -2.07 5.51 -3.67  -0.045
C22 -0.88 1.99 -3.89  0.016
C23 -0.74 0.93 -3.03  -0.114
N6 -0.99 1.00 -1.72  0.050
H19 -3.13 6.50 2.48  0.101
H20 -3.54 4.43 3.60  0.133
H21 -1.85 4.97 3.63  0.138
H22 -2.21 2.17 4.02  0.125
H23 -1.50 0.17 2.77  0.108
H24 -2.20 4.31 0.33  0.114
H25 -1.84 4.25 -1.61  0.116
H26 -1.82 4.15 -5.22  0.132
H27 -0.37 4.79 -4.47  0.141
H28 -3.02 5.42 -3.83  0.100
H29 -0.66 1.87 -4.94  0.128
H30 -0.37 -0.02 -3.39  0.114
C24 7.53 -0.82 0.93  -0.045
C25 6.17 -0.42 0.45  -0.264
C26 5.31 0.32 1.26  -0.030
C27 4.04 0.67 0.82  -0.056
C28 3.62 0.28 -0.44  -0.289
C29 4.46 -0.46 -1.27  -0.051
C30 5.73 -0.80 -0.82  -0.028
S1 2.01 0.72 -1.03  0.495
O3 1.19 0.94 0.18  -0.368
O4 2.14 1.87 -1.89  -0.264
O5 1.50 -0.49 -1.69  -0.370
H31 7.91 -0.11 1.67  0.080
H32 8.25 -0.87 0.11  0.081
H33 7.51 -1.80 1.40  0.087
H34 5.64 0.63 2.24  0.116
H35 3.38 1.26 1.45  0.116
H36 4.13 -0.75 -2.25  0.121
H37 6.38 -1.37 -1.47  0.118